Record 1
Formula: C15H19NSeTi
Source: the Open Molecules 2025 dataset
Level of theory: ωB97M-V/def2-TZVPD

## Properties
E_LUMO, eV: -9.433
Total charge: +2
E_HOMO, eV: -16.74
Kohn-Sham gap, eV: 7.30

Last column: Löwdin charge in e.
Geometry (Å):
Ti: -1.146 0.699 1.050  0.947
C: 0.886 0.942 0.266  -0.252
C: 0.351 2.248 0.501  -0.241
C: 0.044 2.348 1.908  -0.256
C: 0.472 1.128 2.552  -0.283
C: 0.954 0.243 1.530  -0.268
C: 1.588 -1.087 1.764  0.024
C: 0.489 0.859 4.016  -0.015
C: -0.556 3.518 2.621  0.019
C: 0.210 3.353 -0.493  0.021
C: 1.344 0.371 -1.036  0.023
H: 2.663 -0.939 1.919  0.128
H: 1.473 -1.757 0.907  0.099
H: 1.190 -1.572 2.660  0.098
H: 1.473 1.118 4.419  0.124
H: 0.326 -0.201 4.227  0.088
H: -0.257 1.451 4.551  0.097
H: 0.185 3.961 3.292  0.122
H: -1.409 3.196 3.239  0.105
H: -0.877 4.302 1.932  0.097
H: 1.015 4.076 -0.331  0.125
H: -0.734 3.898 -0.387  0.099
H: 0.300 2.994 -1.517  0.091
H: 2.436 0.366 -1.065  0.126
H: 0.999 0.946 -1.896  0.093
H: 1.021 -0.672 -1.155  0.103
Se: -2.502 -0.295 2.748  0.974
C: -3.312 -0.220 0.962  -0.603
C: -3.170 0.996 0.235  -0.219
C: -3.632 1.025 -1.088  -0.073
N: -4.262 0.000 -1.622  0.123
C: -4.484 -1.096 -0.925  -0.043
C: -3.974 -1.289 0.362  -0.021
H: -2.888 1.945 0.769  0.136
H: -3.519 1.902 -1.717  0.140
H: -5.080 -1.854 -1.417  0.143
H: -4.131 -2.221 0.891  0.132

=====

Record 2
Formula: C15H20AuCl3N6OS3Si
Source: the Open Molecules 2025 dataset
Level of theory: ωB97M-V/def2-TZVPD

## Properties
E_LUMO (alpha / beta), eV: -2.226 / -2.247
E_HOMO (alpha / beta), eV: -7.79 / -7.95
Kohn-Sham gap (alpha / beta), eV: 5.56 / 5.71

Last column: Löwdin charge in e.
Geometry (Å):
Au: 0.636 1.043 1.271  0.334
S: 2.974 0.699 0.436  0.670
C: 3.715 2.150 0.829  -0.773
C: 5.155 2.097 0.949  -0.292
N: 6.301 2.050 1.048  0.175
C: 3.066 3.388 1.053  -0.785
S: 1.436 3.650 0.897  0.708
C: 3.878 4.525 1.444  -0.280
N: 4.497 5.444 1.757  0.177
Cl: 2.440 1.233 4.426  0.255
Si: 0.680 0.636 3.570  -0.833
Cl: 0.481 -1.376 4.007  0.253
Cl: -0.865 1.570 4.536  0.236
C: -0.625 -0.512 -3.337  0.005
C: -1.023 0.834 -2.828  -0.251
C: -1.232 1.929 -3.610  0.029
C: -1.628 3.121 -2.977  -0.291
N: -1.812 3.205 -1.667  0.118
C: -1.566 2.131 -0.896  -0.774
S: -1.707 2.190 0.797  0.600
N: -1.193 0.959 -1.496  0.109
C: -1.829 4.376 -3.767  -0.017
H: -0.527 -0.501 -4.419  0.087
H: -1.372 -1.257 -3.055  0.100
H: 0.328 -0.812 -2.896  0.084
H: -1.102 1.875 -4.681  0.122
H: -0.999 0.158 -0.877  0.075
H: -1.982 4.169 -4.825  0.080
H: -0.937 4.999 -3.660  0.097
H: -2.667 4.941 -3.364  0.088
C: 0.785 -4.078 1.587  -0.069
N: 0.381 -3.182 0.505  -0.127
C: 1.415 -2.959 -0.496  -0.038
C: -0.578 -2.214 0.653  -0.500
O: -0.425 -1.106 0.098  -0.114
N: -1.689 -2.496 1.368  -0.127
C: -2.577 -1.420 1.787  -0.044
C: -2.180 -3.837 1.649  -0.045
H: 1.828 -3.877 1.845  0.094
H: 0.701 -5.125 1.289  0.092
H: 0.191 -3.907 2.477  0.052
H: 1.796 -3.927 -0.822  0.094
H: 2.242 -2.361 -0.102  0.079
H: 0.995 -2.439 -1.351  0.069
H: -2.160 -0.456 1.513  0.019
H: -2.711 -1.456 2.872  0.091
H: -3.554 -1.530 1.310  0.095
H: -1.610 -4.586 1.110  0.082
H: -3.219 -3.902 1.321  0.092
H: -2.152 -4.056 2.720  0.096

=====

Record 3
Formula: C15H20AuN3O6Se
Source: the Open Molecules 2025 dataset
Level of theory: ωB97M-V/def2-TZVPD

## Properties
E_LUMO, eV: -2.143
ΔE to the lowest compared entry with this formula, charge and spin, kcal per mole: 32.53
E_HOMO, eV: -8.41
Kohn-Sham gap, eV: 6.26

Last column: Löwdin charge in e.
Geometry (Å):
Au: -0.894 1.021 1.668  1.368
O: -0.159 -1.300 4.765  0.145
C: 0.102 -0.674 3.777  -0.532
O: -0.543 0.481 3.524  -0.161
C: 1.276 -1.059 2.874  -0.096
C: 1.968 0.172 2.291  -0.231
C: 3.316 -0.172 1.665  -0.080
C: 2.893 -0.896 0.363  -0.087
C: 1.374 -0.895 0.485  -0.235
O: 1.150 0.422 1.100  -0.195
C: 0.907 -1.858 1.573  -0.097
C: -0.597 -2.181 1.421  -0.632
O: -0.989 -3.290 1.735  0.065
O: -1.286 -1.214 0.928  -0.112
H: 1.947 -1.633 3.509  0.161
H: 1.951 1.053 2.926  0.163
H: 3.916 -0.791 2.330  0.124
H: 3.875 0.736 1.448  0.117
H: 3.273 -1.914 0.297  0.123
H: 3.224 -0.348 -0.520  0.108
H: 0.808 -0.950 -0.439  0.139
H: 1.449 -2.800 1.527  0.155
Se: -5.201 1.914 1.459  0.663
C: -3.543 1.983 1.958  -0.928
N: -2.421 2.114 2.334  -0.075
C: 0.967 2.340 -1.322  -0.017
N: 0.117 1.262 -1.801  -0.068
C: 0.553 0.585 -3.017  -0.142
C: -0.651 0.157 -3.831  -0.140
C: -1.568 -0.666 -2.953  -0.132
N: -1.871 0.051 -1.720  -0.050
C: -3.160 -0.251 -1.101  -0.020
C: -1.068 0.990 -1.225  -0.443
O: -1.442 1.655 -0.190  -0.144
H: 0.968 3.164 -2.039  0.101
H: 1.985 1.969 -1.203  0.091
H: 0.612 2.708 -0.367  0.081
H: 1.179 -0.277 -2.759  0.127
H: 1.173 1.283 -3.579  0.127
H: -0.341 -0.414 -4.705  0.123
H: -1.182 1.046 -4.178  0.129
H: -1.117 -1.632 -2.707  0.138
H: -2.514 -0.867 -3.457  0.130
H: -3.964 0.202 -1.685  0.102
H: -3.192 0.108 -0.083  0.033
H: -3.280 -1.332 -1.076  0.105

=====

Record 4
Formula: C15H20BBr3N2O3P
Source: the Open Molecules 2025 dataset
Level of theory: ωB97M-V/def2-TZVPD

## Properties
E_LUMO, eV: -5.011
Total charge: +1
E_HOMO, eV: -11.38
Kohn-Sham gap, eV: 6.37

Last column: Löwdin charge in e.
Geometry (Å):
C: -3.973 2.572 1.922  -0.114
C: -2.703 1.767 2.505  -0.156
B: -2.759 0.241 1.949  -0.343
O: -3.446 -0.831 2.647  0.079
C: -2.073 -0.212 0.506  -0.028
N: -2.737 0.327 -0.608  0.116
N: -2.275 -0.024 -1.805  0.033
C: -1.167 -0.900 -1.920  -0.182
C: -0.298 -1.545 -0.809  -0.196
P: 1.207 -2.686 -1.075  0.932
O: 1.310 -3.168 -2.718  -0.336
O: 0.769 -4.110 -0.190  -0.300
C: -0.834 -1.138 0.635  -0.015
C: -0.128 -1.664 1.948  -0.127
C: 1.407 -1.162 2.136  -0.147
C: 1.791 0.113 1.260  -0.191
C: 1.164 1.526 1.411  -0.017
C: 1.651 2.705 0.493  -0.042
C: 2.771 2.518 -0.586  -0.065
C: 3.413 1.116 -0.729  -0.080
C: 2.915 -0.031 0.179  -0.068
H: -3.856 3.715 2.000  0.091
H: -4.928 2.301 2.506  0.093
H: -4.184 2.304 0.828  0.067
H: -2.844 1.712 3.651  0.122
H: -1.696 2.267 2.283  0.084
H: -4.069 -1.295 2.038  0.121
H: -2.759 0.338 -2.651  0.193
H: -0.865 -1.178 -3.015  -0.013
H: 0.395 -3.333 -3.047  0.062
H: 1.553 -4.452 0.293  0.066
H: -0.064 -2.816 1.849  0.125
H: -0.672 -1.465 2.927  0.125
H: 2.106 -2.035 1.838  0.106
H: 1.595 -0.990 3.255  0.131
H: 0.360 1.695 2.212  0.085
H: 1.173 3.735 0.601  0.089
H: 3.142 3.343 -1.274  0.087
H: 4.237 0.969 -1.521  0.096
H: 3.412 -1.048 0.075  0.068
C: 2.483 0.120 -4.330  -1.539
Br: 2.801 2.022 -4.530  0.601
Br: 0.813 -0.240 -3.403  0.798
Br: 2.577 -0.811 -6.028  0.616
H: 3.284 -0.274 -3.706  -0.025

=====

Record 5
Formula: C15H20BF4OSn
Source: the Open Molecules 2025 dataset
Level of theory: ωB97M-V/def2-TZVPD

## Properties
E_LUMO (alpha / beta), eV: 3.235 / 1.442
Total charge: -1
ΔE to the lowest compared entry with this formula, charge and spin, kcal per mole: 89.46
E_HOMO (alpha / beta), eV: -4.02 / -3.48
Kohn-Sham gap (alpha / beta), eV: 7.26 / 4.92

Last column: Löwdin charge in e.
Geometry (Å):
Sn: 0.031 -0.264 1.486  1.646
C: 2.289 0.267 2.128  -0.271
C: 2.595 -0.631 0.990  -0.223
C: 2.589 0.175 -0.134  -0.224
H: 2.881 -1.658 1.097  0.093
C: 2.290 1.515 0.134  -0.127
C: 2.105 1.604 1.571  -0.154
H: 1.951 2.495 2.142  0.086
H: 2.419 0.028 3.157  0.087
H: 2.896 -0.196 -1.185  0.119
H: 2.258 2.333 -0.533  0.076
C: -2.307 0.198 1.702  -0.263
C: -1.775 1.503 2.043  -0.274
C: -1.621 2.274 0.914  -0.169
H: -1.674 1.850 3.116  0.124
C: -2.030 1.516 -0.223  -0.133
C: -2.467 0.225 0.237  -0.152
H: -2.898 -0.550 -0.353  0.074
H: -2.720 -0.528 2.352  0.087
H: -1.301 3.325 0.858  0.103
H: -2.092 1.852 -1.239  0.067
O: -0.042 -1.260 -0.686  -0.336
C: -0.257 -0.578 -3.197  -0.443
C: 0.385 -1.916 -2.981  -0.151
C: 0.463 0.637 -3.029  -0.107
C: -1.695 -0.524 -3.188  -0.110
C: 0.397 -2.185 -1.419  -0.502
H: 1.479 -1.885 -3.407  0.121
H: -0.198 -2.724 -3.567  0.114
H: -0.201 -3.153 -1.238  0.103
H: 1.435 -2.491 -1.107  0.093
H: 0.484 0.992 -4.107  0.088
H: 1.635 0.488 -2.765  0.107
H: 0.128 1.486 -2.404  0.072
H: -1.893 -0.645 -4.290  0.082
H: -2.216 0.383 -2.849  0.055
H: -2.294 -1.462 -2.678  0.135
F: -0.049 -1.476 3.414  -0.133
B: -0.220 -0.459 4.628  -1.121
F: 0.572 -0.931 5.638  0.163
F: 0.250 0.781 4.095  0.054
F: -1.582 -0.411 4.875  0.141

=====

Record 6
Formula: C15H20BeBr2CaClF10IN2O6P2S2
Source: the Open Molecules 2025 dataset
Level of theory: ωB97M-V/def2-TZVPD

## Properties
E_LUMO, eV: -4.795
E_HOMO, eV: -6.19
Kohn-Sham gap, eV: 1.40

Last column: Löwdin charge in e.
Geometry (Å):
O: -2.879 1.238 -1.528  -0.505
P: -1.862 2.446 -2.183  0.511
I: -3.074 4.562 -1.636  0.387
C: -0.242 2.571 -1.211  -0.417
C: 0.391 3.961 -0.878  -0.091
C: 1.733 3.983 -0.061  -0.043
C: 2.470 2.707 0.430  0.030
C: 1.839 1.308 0.079  -0.183
C: 0.480 1.271 -0.742  -0.377
S: -0.130 -0.473 -1.119  0.894
C: 1.489 -1.334 -1.510  -0.348
C: 1.664 -2.363 -2.683  -0.033
C: 3.112 -2.937 -2.883  -0.043
C: 4.316 -2.520 -1.966  -0.031
C: 4.118 -1.511 -0.787  0.023
C: 2.695 -0.910 -0.581  -0.187
N: 2.502 0.058 0.525  -0.046
H: -3.125 0.547 -2.198  0.009
H: -0.109 4.931 -1.246  0.046
H: 2.194 5.001 0.176  0.076
H: 3.441 2.709 1.039  0.109
H: 0.787 -2.649 -3.367  0.111
H: 3.322 -3.657 -3.736  0.090
H: 5.373 -2.930 -2.106  0.094
H: 4.937 -1.174 -0.073  0.101
H: 1.800 -0.401 1.154  -0.046
Be: -1.319 -0.638 1.025  0.709
Cl: -2.491 -3.183 0.705  -0.262
F: -2.146 -1.217 -4.976  -0.144
P: -3.412 -2.008 -4.403  0.129
F: -2.382 -1.990 -3.206  -0.151
F: -4.578 -1.918 -3.312  -0.161
F: -3.482 -3.598 -4.237  -0.162
F: -3.617 -2.589 -5.888  -0.382
F: -4.307 -0.741 -4.853  -0.213
Br: 1.044 -0.886 3.177  0.809
C: 2.734 -0.016 3.625  -0.622
C: 3.122 -0.284 5.057  -0.648
Br: 2.082 0.811 6.286  0.724
H: 2.618 1.045 3.401  0.052
H: 3.464 -0.449 2.939  0.058
H: 4.161 0.000 5.233  0.060
H: 2.979 -1.324 5.355  0.066
O: 3.188 6.380 -1.358  -0.063
H: 2.633 7.167 -1.423  0.045
H: 3.449 6.202 -2.271  0.047
F: -3.377 -0.849 -1.105  -0.619
N: -5.241 2.596 -3.826  0.309
H: -4.403 2.548 -3.234  0.012
H: -5.034 2.192 -4.744  0.150
H: -6.001 2.070 -3.384  0.163
H: -5.523 3.574 -3.938  0.136
C: -0.383 -1.789 6.557  -0.639
F: 0.483 -1.314 7.490  0.017
F: -0.539 -0.787 5.650  -0.031
F: 0.281 -2.778 5.905  0.069
S: -1.997 -2.357 7.291  0.447
O: -2.550 -1.171 7.938  -0.352
O: -1.629 -3.416 8.225  -0.345
O: -2.781 -2.824 6.153  -0.346
Ca: -5.589 -3.257 -6.215  1.405
O: 1.624 -4.149 0.069  -0.235
H: 1.678 -3.486 -0.617  -0.155

=====

Taking the records one at a time from the top gives max |F| values of 2.03 0.91 0.45 5.86 6.42 7.33 eV/A.